An isolated molecule of C14H28O3Si. Source: the OMol25 dataset; level of theory: the ωB97M-V functional and the def2-TZVPD basis.

```
46
Properties=species:S:1:pos:R:3
C 0.984 1.304 4.688
C 0.873 1.434 3.174
O 0.815 0.182 2.492
Si 0.233 0.239 0.923
C 1.228 1.461 -0.098
C 1.463 0.977 -1.544
C 0.455 1.442 -2.620
C -0.999 1.140 -2.267
C -1.358 -0.321 -2.419
C -0.709 -1.140 -3.217
C 0.480 -0.740 -4.059
C 0.800 0.782 -4.015
O 0.419 -1.239 0.201
C 1.211 -2.229 0.724
C 0.657 -2.870 1.974
O -1.327 0.819 1.052
C -2.214 -0.032 1.718
C -3.299 -0.602 0.838
H 0.165 0.735 5.105
H 0.959 2.306 5.146
H 1.933 0.894 4.993
H 1.692 2.022 2.755
H -0.032 2.004 2.901
H 0.789 2.461 0.001
H 2.202 1.493 0.400
H 2.477 1.263 -1.888
H 1.501 -0.112 -1.547
H 0.574 2.512 -2.748
H -1.627 1.755 -2.923
H -1.232 1.525 -1.252
H -2.092 -0.723 -1.734
H -0.983 -2.192 -3.206
H 0.254 -1.045 -5.105
H 1.352 -1.352 -3.791
H 0.341 1.335 -4.835
H 1.885 0.905 -4.097
H 1.390 -2.928 -0.062
H 2.208 -1.786 0.949
H 0.505 -2.099 2.736
H -0.319 -3.348 1.838
H 1.387 -3.595 2.367
H -1.624 -0.867 2.127
H -2.666 0.496 2.555
H -3.845 0.195 0.374
H -2.877 -1.227 0.032
H -4.028 -1.234 1.365
```

- Electronic energy: -28995.377 eV
- LUMO energy: 0.92 eV
- SMILES: CCO[Si](CC[C@@H]1CC=CCC1)(OCC)OCC
- Kohn-Sham gap: 9.81 eV
- Molar mass: 272.5 g/mol
- E_HOMO: -8.891 eV